58
Properties=species:S:1:pos:R:3:forces:R:3:nbo_charge:R:1 method="wB97M-V/def2-TZVPD" smiles="Cc1ccc(OCc2ccc(C(=O)Nc3c(C)nn(Cc4c(F)c(F)c(F)c(F)c4F)c3C)o2)c([N+](=O)[O-])c1" homo_energy_ha=-0.3005
C -1.21049 -4.08640 -6.26904 0.0 0.0 0.0 -0.63
C -1.48604 -4.34424 -4.82162 0.0 -0.1 0.2 -0.03
C -0.79957 -5.34424 -4.13453 -0.1 0.2 0.0 -0.16
C -1.03312 -5.59945 -2.79935 -0.1 -0.1 0.2 -0.27
C -1.98811 -4.87310 -2.08526 -0.2 0.3 -0.3 0.31
O -2.27078 -5.06069 -0.77955 -0.1 -0.2 0.0 -0.46
C -1.27323 -5.61574 0.05869 0.3 0.2 0.2 -0.11
C -0.00342 -4.82961 -0.03829 0.4 -0.7 -0.1 0.26
C 1.30601 -5.18849 -0.18837 -0.7 0.1 0.2 -0.30
C 2.03547 -3.98472 -0.29770 -0.4 0.8 0.1 -0.23
C 1.11824 -2.97047 -0.21267 1.1 -0.7 -0.2 0.17
C 1.31402 -1.51021 -0.30179 -0.3 0.1 -0.1 0.63
O 2.40489 -1.03550 -0.56542 -0.1 -0.2 0.0 -0.62
N 0.17511 -0.81665 -0.06891 -0.4 -0.2 0.1 -0.59
C -0.06664 0.55937 -0.07434 0.1 0.8 -0.1 0.06
C -1.37431 1.09360 -0.21983 0.5 0.0 0.1 0.12
C -2.64877 0.35231 -0.39656 0.1 0.1 -0.1 -0.66
N -1.32897 2.40754 -0.16757 -0.7 0.2 0.0 -0.27
N -0.04926 2.73908 0.00733 0.1 -0.6 -0.1 -0.17
C 0.31005 4.12393 0.10269 0.0 0.4 0.0 -0.24
C 0.98032 4.46780 1.41047 0.1 0.1 0.3 -0.19
C 2.12916 5.25240 1.43957 -0.2 -0.2 0.4 0.40
F 2.63498 5.71280 0.28998 0.1 0.0 0.0 -0.31
C 2.77545 5.57504 2.62811 -0.2 -0.1 0.0 0.25
F 3.87297 6.33158 2.61451 -0.1 0.0 0.0 -0.28
C 2.26990 5.09963 3.83411 -0.1 -0.1 -0.3 0.29
F 2.87892 5.39637 4.98062 -0.1 0.0 -0.1 -0.28
C 1.12166 4.31360 3.83304 0.0 0.0 -0.2 0.25
F 0.62804 3.85626 4.98409 0.1 0.0 -0.1 -0.28
C 0.48874 4.01016 2.63069 0.4 0.3 0.1 0.40
F -0.61337 3.26271 2.66602 0.0 0.0 0.1 -0.30
C 0.76894 1.65435 0.07984 -0.1 -0.3 -0.1 0.15
C 2.22746 1.79274 0.31485 0.1 -0.1 0.1 -0.67
O -0.12319 -3.48714 -0.05013 -0.3 0.1 0.1 -0.41
C -2.67441 -3.86010 -2.77524 0.8 -0.8 -0.4 0.03
N -3.61574 -3.01406 -2.10053 -0.3 0.4 0.3 0.52
O -3.76773 -1.89658 -2.56138 -0.2 0.3 -0.1 -0.40
O -4.18965 -3.43199 -1.12098 -0.3 -0.1 0.1 -0.35
C -2.41814 -3.60533 -4.11887 0.0 0.0 0.2 -0.19
H -1.80260 -3.25235 -6.63393 0.0 0.1 -0.1 0.22
H -0.15629 -3.85907 -6.41826 0.1 0.0 -0.1 0.22
H -1.44743 -4.96886 -6.86160 0.0 0.0 -0.1 0.22
H -0.06103 -5.93271 -4.65849 0.1 -0.1 0.0 0.22
H -0.47272 -6.37761 -2.30722 0.0 -0.1 0.1 0.22
H -1.08362 -6.67158 -0.16748 0.0 0.1 0.1 0.19
H -1.70517 -5.54191 1.06219 0.1 -0.1 -0.2 0.22
H 1.69884 -6.18425 -0.21210 0.0 -0.3 0.0 0.23
H 3.09097 -3.86796 -0.42659 0.2 0.1 0.0 0.25
H -0.66744 -1.36313 0.05629 0.2 -0.1 0.0 0.42
H -2.68869 -0.14240 -1.36709 0.0 -0.1 0.0 0.24
H -3.47536 1.05343 -0.33780 -0.1 0.0 0.0 0.24
H -2.77282 -0.40068 0.38181 -0.1 -0.1 0.0 0.21
H -0.63066 4.67728 0.01025 0.2 -0.1 -0.1 0.26
H 0.96825 4.41001 -0.72485 -0.1 0.0 0.1 0.23
H 2.63018 2.64035 -0.23680 0.1 0.1 0.0 0.21
H 2.43618 1.94001 1.37620 0.1 0.1 0.0 0.22
H 2.72986 0.88514 -0.00976 0.0 0.2 0.0 0.28
H -2.97012 -2.80819 -4.59464 0.0 0.0 0.0 0.24



62
Properties=species:S:1:pos:R:3:forces:R:3:nbo_charge:R:1 method="wB97M-V/def2-TZVPD" s_squared=0.77 multiplicity=2 homo_energy_ha="-0.1046 / -0.2285" charge=-1
Ti -0.19878 0.04840 0.14712 0.3 -1.4 0.1 1.79
O 0.06609 -0.79308 2.78184 0.0 0.1 0.2 -0.70
C 1.05023 -0.03207 3.46833 0.0 -0.1 -0.1 -0.07
C 0.46540 1.34214 3.71821 -0.1 0.0 -0.1 -0.22
N 0.07829 2.03114 2.50056 0.1 0.1 0.2 -0.45
C -1.26490 2.54586 2.44056 0.0 0.0 0.0 -0.32
C -2.24791 1.64861 1.69113 0.4 -0.4 -0.3 0.81
O -3.43515 1.84504 1.73177 -0.2 0.0 0.0 -0.61
O -1.69382 0.66002 1.01161 -1.1 0.5 0.6 -0.73
C 1.13101 2.77329 1.86272 -0.1 0.0 -0.1 -0.34
C 1.99847 1.94100 0.92788 -0.4 -0.3 -0.1 0.81
O 3.10462 2.29245 0.60557 0.2 0.0 -0.1 -0.61
O 1.43590 0.82326 0.49399 1.0 0.7 0.3 -0.74
H 0.43394 -1.65892 2.56855 0.0 0.0 -0.1 0.49
H 1.96849 0.03095 2.87634 0.0 0.0 0.0 0.18
H 1.29439 -0.49372 4.43005 0.0 0.0 0.1 0.17
H 1.20113 1.93548 4.27918 0.0 0.0 0.1 0.18
H -0.41673 1.22015 4.34916 0.0 0.0 0.0 0.20
H -1.28969 3.50367 1.91920 0.0 0.0 0.0 0.25
H -1.69024 2.70436 3.43423 0.0 0.1 0.0 0.21
H 1.80419 3.26454 2.57306 0.0 0.0 0.1 0.20
H 0.69411 3.53951 1.22092 0.0 0.0 0.0 0.26
O -0.18992 -1.09144 -3.74838 0.0 -0.1 -0.1 -0.60
C -0.18973 -0.28625 -2.84948 0.0 0.1 0.5 0.81
O -0.19482 -0.64158 -1.57545 -0.1 -0.1 -1.2 -0.71
C -0.17421 1.18570 -3.11979 0.0 -0.1 -0.1 -0.28
C -0.01735 1.58412 -4.42436 0.0 0.0 -0.1 -0.08
C -0.01487 2.93498 -4.73812 0.0 0.0 -0.4 -0.07
C -0.18632 3.88873 -3.76605 0.0 0.2 0.0 -0.12
C -0.35590 3.49985 -2.45610 0.1 0.4 0.2 -0.10
C -0.34909 2.12789 -2.06680 0.0 -0.1 0.2 0.51
O -0.51973 1.76006 -0.85634 0.0 0.3 0.1 -0.67
N -0.55492 4.59860 -1.48451 -0.5 -0.4 -0.4 0.55
O -0.60921 5.73662 -1.91932 0.2 0.0 0.1 -0.40
O -0.73012 4.31576 -0.31599 0.2 0.2 0.1 -0.39
N 0.15913 3.36823 -6.13129 0.0 -0.1 0.4 0.54
O 0.28202 2.50598 -6.97936 0.0 0.0 -0.1 -0.39
O 0.17651 4.56417 -6.35972 0.0 0.0 0.0 -0.40
H 0.10122 0.83040 -5.19002 0.0 0.0 0.0 0.27
H -0.18953 4.93678 -4.01716 0.0 0.0 0.0 0.27
C 3.36300 -2.80220 0.40380 0.2 -0.7 0.1 -0.32
C 2.57228 -1.69141 0.35425 -0.6 0.2 0.0 0.05
N 1.21798 -1.73208 0.41872 0.0 -0.1 0.0 -0.56
C 0.63787 -2.99160 0.49080 0.5 0.4 0.0 0.15
C 1.40251 -4.18561 0.55243 -0.2 -0.3 0.0 -0.09
C 2.77124 -4.09293 0.51764 0.4 0.4 -0.1 -0.21
C 0.68056 -5.44277 0.64203 0.3 0.1 0.0 -0.19
C -0.66136 -5.49024 0.65545 -0.2 0.1 0.0 -0.19
C -1.44217 -4.28224 0.58070 0.1 0.0 0.0 -0.12
C -2.82001 -4.25168 0.55728 -0.2 -0.2 0.0 -0.14
C -3.48754 -3.03467 0.46197 0.1 0.2 0.0 -0.32
C -2.73685 -1.86282 0.40862 -0.4 -0.2 0.1 0.09
N -1.41696 -1.84193 0.43784 0.5 -0.1 0.1 -0.50
C -0.74392 -3.04747 0.50643 -0.7 0.4 -0.1 0.18
H 4.43670 -2.68204 0.34857 0.0 0.0 0.0 0.21
H 3.00552 -0.70610 0.25719 0.0 0.0 0.0 0.22
H 3.37462 -4.99204 0.55936 0.0 0.0 0.0 0.20
H 1.25839 -6.35981 0.68933 0.0 0.0 0.0 0.20
H -1.17882 -6.44154 0.71488 0.0 0.0 0.0 0.20
H -3.37149 -5.18490 0.61605 0.0 0.0 0.0 0.20
H -4.56607 -2.97481 0.43635 0.0 0.0 0.0 0.21
H -3.22769 -0.89976 0.35659 0.0 0.0 0.0 0.23



53
Properties=species:S:1:pos:R:3:forces:R:3:nbo_charge:R:1 method="wB97M-V/def2-TZVPD" homo_energy_ha=-0.4969 charge=+2
Sn -0.51352 0.67919 0.31066 0.0 0.1 0.9 2.18
C 3.44190 -0.59829 -1.03858 0.0 0.0 0.0 -0.16
C 4.01030 -0.86618 0.19818 0.0 0.0 0.0 -0.16
C 3.27454 -0.73586 1.36840 0.0 0.0 0.0 -0.17
C 1.94640 -0.32419 1.31363 -0.1 -0.1 0.0 -0.03
C 1.40230 -0.04193 0.05728 0.0 0.0 -0.3 -0.49
C 2.12032 -0.17429 -1.11832 0.0 0.0 0.1 -0.17
C 1.07173 -0.25585 2.51900 0.0 -0.1 -0.1 0.25
C 1.54455 -0.52367 3.80759 0.0 0.0 0.1 -0.25
C 0.67190 -0.51176 4.86263 0.0 0.0 -0.1 -0.03
C -0.69823 -0.25659 4.66146 0.0 0.0 0.0 -0.12
C -1.63794 -0.27811 5.71780 0.0 0.0 0.0 -0.14
C -2.95884 -0.04599 5.46588 0.0 0.0 0.0 -0.19
C -3.38782 0.21266 4.14798 0.0 0.0 0.0 -0.13
C -2.50205 0.24515 3.10449 0.0 0.0 0.0 -0.26
C -1.13790 0.01493 3.34842 0.0 0.1 0.0 0.27
N -0.22198 0.03486 2.31814 0.0 0.0 0.0 -0.63
H 4.02331 -0.71890 -1.94236 0.0 0.0 0.0 0.25
H 5.03922 -1.19395 0.25603 0.0 0.0 0.0 0.25
H 3.74693 -0.97658 2.30967 0.0 0.0 0.0 0.23
H 1.67379 0.04060 -2.07967 0.0 0.0 0.0 0.24
H 2.58838 -0.74015 3.96706 0.0 0.0 0.0 0.25
H 1.02978 -0.71380 5.86477 0.0 0.0 0.0 0.25
H -1.28957 -0.48701 6.72090 0.0 0.0 0.0 0.24
H -3.68075 -0.06474 6.27000 0.0 0.0 0.0 0.25
H -4.43912 0.38471 3.95951 0.0 0.0 0.0 0.24
H -2.84750 0.44075 2.09818 0.0 0.0 0.0 0.22
N -8.31952 0.98474 -2.46522 0.0 0.0 0.0 -0.73
C -7.01251 1.01122 -2.16798 0.0 0.0 0.0 0.26
C -6.08599 1.60213 -3.05492 0.0 0.0 0.0 -0.27
C -4.75243 1.62449 -2.75218 0.0 0.0 0.0 -0.12
C -4.31224 1.05236 -1.54991 0.0 0.0 0.1 -0.43
C -5.21472 0.46204 -0.64963 0.0 0.0 0.0 -0.14
C -6.54423 0.44347 -0.95636 0.0 0.0 0.0 -0.26
S -2.66226 1.07974 -1.20528 -0.1 -0.5 0.3 2.25
O -1.84155 1.56017 -2.27651 0.0 0.1 -0.2 -0.89
O -2.20975 -0.26982 -0.64613 0.0 0.2 -0.5 -0.96
N -2.23808 1.88131 0.19072 0.0 0.1 -0.2 -0.98
C -1.62579 3.14165 0.10304 0.0 0.1 0.0 0.55
N -0.31273 3.00937 0.36635 0.1 0.1 -0.1 -0.58
C 0.44187 4.11744 0.36353 -0.1 -0.1 0.0 0.12
C -0.13757 5.33642 0.09123 0.0 0.0 0.0 -0.29
C -1.50242 5.35205 -0.18484 0.1 0.0 0.0 0.15
N -2.26097 4.25329 -0.17365 0.0 -0.1 0.0 -0.42
H -8.66410 1.36604 -3.32880 0.0 0.0 0.0 0.41
H -8.98593 0.54941 -1.85224 0.0 0.0 0.0 0.41
H -6.43625 2.03329 -3.98309 0.0 0.0 0.0 0.24
H -4.03980 2.06913 -3.43331 0.0 0.0 0.0 0.25
H -4.86074 0.01258 0.26882 0.0 0.0 0.0 0.23
H -7.25090 -0.01575 -0.27793 0.0 0.0 0.0 0.23
H 1.49728 4.00155 0.57195 0.0 0.0 0.0 0.24
H 0.44922 6.24231 0.08192 0.0 0.0 0.0 0.27
H -2.01161 6.27804 -0.42268 0.0 0.0 0.0 0.24



55
Properties=species:S:1:pos:R:3:forces:R:3:nbo_charge:R:1 method="wB97M-V/def2-TZVPD" homo_energy_ha="-0.6617 / -0.6611" charge=+3
Mo 0.53619 2.27195 1.43420 0.3 -4.7 0.4 1.18
S 2.46918 1.09500 0.44989 -1.4 0.3 0.5 -0.03
P 0.98016 0.57874 -0.96147 0.7 0.5 -0.8 1.42
C -0.29120 0.90348 0.29513 1.0 1.3 0.8 -0.78
P -0.72690 -0.20217 1.64064 -0.5 -0.8 0.4 1.43
S 0.03343 1.00091 3.25945 0.2 0.7 -0.6 0.08
C -2.51051 -0.19948 1.87718 0.7 0.1 -0.2 -0.36
C -3.19509 1.01582 1.77422 0.1 0.3 -0.2 -0.20
C -4.56499 1.02823 1.96136 0.1 0.0 -0.1 -0.17
C -5.23262 -0.15751 2.25042 0.0 0.0 0.0 -0.10
C -4.54022 -1.35005 2.39877 0.1 -0.1 0.0 -0.17
C -3.16742 -1.38449 2.21223 0.1 -0.1 0.1 -0.19
C 0.11195 -1.78350 1.54811 -0.3 0.6 0.0 -0.48
C -0.48084 -2.75420 0.73273 0.0 0.1 0.0 -0.19
C 0.13968 -3.98306 0.60742 -0.1 0.1 0.0 -0.13
C 1.33006 -4.23111 1.27974 0.0 0.0 0.0 -0.13
C 1.91671 -3.25651 2.07644 0.1 0.0 0.1 -0.19
C 1.31785 -2.01667 2.21097 -0.1 0.1 0.1 -0.16
C 1.11232 -1.05579 -1.68098 -0.3 0.7 0.3 -0.47
C 0.00201 -1.42962 -2.44685 0.1 0.1 0.0 -0.18
C 0.05126 -2.61545 -3.15091 -0.1 -0.1 0.0 -0.18
C 1.18591 -3.41875 -3.08001 0.0 0.1 0.1 -0.14
C 2.28010 -3.03508 -2.31246 0.0 -0.1 0.0 -0.12
C 2.25410 -1.85190 -1.59500 -0.1 0.3 0.1 -0.18
C 0.98588 1.97816 -2.08741 -0.3 -0.6 0.0 -0.37
C 0.23047 3.12576 -1.82022 -0.2 -0.3 0.1 -0.24
C 0.43189 4.25645 -2.58965 0.1 0.0 0.0 -0.16
C 1.39023 4.25168 -3.60128 -0.1 -0.1 0.2 -0.12
C 2.12092 3.10294 -3.87508 0.1 0.0 0.0 -0.17
C 1.91542 1.95294 -3.13212 -0.1 -0.1 0.2 -0.18
H -2.65780 1.94375 1.54876 -0.3 -0.3 0.0 0.21
H -5.12030 1.94911 1.86736 0.0 0.1 0.0 0.26
H -6.30628 -0.14853 2.36665 -0.1 0.0 0.1 0.26
H -5.06193 -2.25882 2.66029 0.0 0.0 0.0 0.26
H -2.62222 -2.30801 2.34230 0.0 -0.1 0.0 0.25
H -1.41150 -2.54110 0.22355 0.0 -0.1 -0.1 0.24
H -0.31387 -4.74913 -0.00176 0.0 -0.1 -0.1 0.25
H 1.80368 -5.19582 1.18093 0.0 -0.1 0.0 0.26
H 2.83474 -3.47625 2.60225 0.0 0.0 0.0 0.26
H 1.76504 -1.25624 2.84239 0.0 0.0 0.0 0.23
H -0.86900 -0.78713 -2.49541 -0.1 0.0 -0.1 0.23
H -0.78587 -2.91268 -3.76370 -0.1 0.0 0.0 0.26
H 1.21011 -4.35121 -3.62530 0.1 0.0 -0.1 0.26
H 3.16061 -3.65959 -2.28624 0.1 0.0 0.0 0.25
H 3.09914 -1.54459 -0.99387 0.1 0.0 0.0 0.24
H -0.55646 3.12368 -1.05891 0.2 0.0 -0.3 0.21
H -0.15389 5.14307 -2.40357 -0.1 0.1 0.0 0.25
H 1.55790 5.15442 -4.16774 0.0 0.0 -0.1 0.26
H 2.86705 3.11459 -4.65523 0.0 -0.1 -0.1 0.26
H 2.47832 1.05187 -3.33732 0.1 0.0 -0.1 0.24
F 0.84994 3.91254 0.97402 0.2 2.3 -0.9 -0.36
B 1.55450 4.53779 3.66581 -0.3 -0.4 -0.3 1.48
F 2.27894 3.59683 3.05213 0.6 -0.6 -0.2 -0.49
F 0.25804 4.29519 3.51700 -0.7 0.1 0.2 -0.49
F 2.05518 5.52953 4.27015 0.3 0.7 0.5 -0.42